Entry 1:
Here is a structure of composition C41H35BrN4O3PSTa in a non-equilibrium geometry from OMol25. Energies are from the ωB97M-V functional and the def2-TZVPD basis.

Its charge is +2. For the total energy, the calculation gives -5398.360809 hartree. The value obtained for the largest force on an atom is 1.52 eV/Å. The calculation puts the energy above the lowest of the compared OMol25 structures with the same formula, charge and spin at 0.0 kJ/mol.

Geometry as XYZ:
```
87
C41H35BrN4O3PSTa (the ωB97M-V functional and the def2-TZVPD basis)
Ta 0.052 -0.332 -0.137
Br 1.915 1.484 -7.339
C 1.708 1.070 -5.519
C 2.572 0.155 -4.917
C 2.446 -0.167 -3.576
C 1.423 0.429 -2.856
O 1.213 0.176 -1.559
C 0.549 1.355 -3.437
C -0.430 2.035 -2.613
N -0.811 1.661 -1.442
C -1.677 2.514 -0.715
C -2.582 3.400 -1.236
C -3.343 4.224 -0.383
C -3.197 4.142 0.970
C -2.303 3.204 1.537
C -2.165 3.037 2.929
C -1.345 2.051 3.402
C -0.666 1.243 2.488
N -0.711 1.394 1.170
C -1.546 2.376 0.685
C 0.712 1.686 -4.786
H 3.353 -0.302 -5.510
H 3.121 -0.860 -3.091
H -0.816 2.966 -3.027
H -2.740 3.467 -2.304
H -4.050 4.918 -0.816
H -3.779 4.772 1.630
H -2.725 3.674 3.602
H -1.219 1.862 4.458
H -0.080 0.418 2.867
H 0.063 2.417 -5.252
N -1.600 -2.406 3.310
N -2.672 -1.809 2.642
C -2.534 -1.125 1.486
O -3.426 -0.553 0.906
O -1.264 -1.121 1.017
H -1.674 -3.415 3.252
H -1.624 -2.131 4.285
H -3.617 -1.874 2.994
C 2.456 1.146 5.704
C 2.786 2.162 4.823
C 2.724 1.946 3.451
C 2.329 0.704 2.967
C 2.002 -0.324 3.859
C 2.065 -0.100 5.221
P 2.235 0.323 1.204
C 2.900 1.727 0.277
C 2.193 2.932 0.275
C 2.633 3.996 -0.495
C 3.775 3.863 -1.275
C 4.476 2.668 -1.279
C 4.042 1.599 -0.507
C 3.265 -1.122 0.971
C 4.565 -1.222 1.401
C 5.267 -2.429 1.232
C 4.641 -3.511 0.673
C 3.290 -3.443 0.261
C 2.606 -4.578 -0.250
C 1.281 -4.501 -0.556
C 0.586 -3.276 -0.398
C 1.211 -2.124 0.021
C 2.589 -2.225 0.398
H 2.514 1.316 6.771
H 3.106 3.124 5.200
H 2.999 2.740 2.770
H 1.705 -1.299 3.485
H 1.826 -0.898 5.912
H 1.302 3.051 0.880
H 2.088 4.932 -0.480
H 4.121 4.695 -1.874
H 5.368 2.565 -1.882
H 4.592 0.667 -0.526
H 5.055 -0.382 1.879
H 6.294 -2.503 1.561
H 5.172 -4.448 0.559
H 3.147 -5.510 -0.358
H 0.751 -5.376 -0.909
H -0.479 -3.277 -0.608
C -0.556 -2.394 -3.259
S -1.435 -1.176 -2.253
C -2.894 -2.120 -1.779
H -0.737 -3.395 -2.876
H 0.509 -2.183 -3.225
H -0.915 -2.316 -4.283
H -3.451 -2.353 -2.684
H -3.494 -1.497 -1.121
H -2.607 -3.039 -1.269
```

=====

Entry 2:
Here is a structure of composition C41H36Cl3GaINO2P in a non-equilibrium geometry from OMol25. Energies are from the ωB97M-V functional and the def2-TZVPD basis.

Its charge is +1. For the total energy, the calculation gives -5733.447209 hartree. The value obtained for the largest force on an atom is 1.04 eV/Å. The calculation puts the energy above the lowest of the compared OMol25 structures with the same formula, charge and spin at 132.8 kJ/mol.

Geometry as XYZ:
```
86
C41H36Cl3GaINO2P (the ωB97M-V functional and the def2-TZVPD basis)
Ga -1.426 0.426 -0.292
I -1.464 1.716 2.280
C 0.457 1.717 3.246
C 0.321 1.837 4.604
C 1.439 1.945 5.440
C 2.678 1.956 4.880
C 2.850 1.834 3.484
C 4.170 1.857 2.987
C 4.418 1.777 1.650
C 3.342 1.619 0.775
C 2.032 1.532 1.207
P 0.969 1.207 -0.270
C 1.469 2.684 -1.235
C 2.000 2.631 -2.517
C 2.407 3.803 -3.142
C 2.279 5.022 -2.498
C 1.751 5.079 -1.215
C 1.349 3.917 -0.584
C 1.716 -0.247 -1.074
C 1.240 -0.569 -2.347
C 1.641 -1.738 -2.971
C 2.480 -2.624 -2.312
C 2.938 -2.321 -1.039
C 2.566 -1.137 -0.423
C 1.725 1.684 2.598
H -0.668 1.867 5.038
H 1.295 2.044 6.506
H 3.559 2.073 5.497
H 4.984 1.947 3.693
H 5.426 1.818 1.262
H 3.558 1.545 -0.283
H 2.129 1.683 -3.022
H 2.837 3.758 -4.133
H 2.601 5.930 -2.988
H 1.666 6.028 -0.703
H 0.974 3.956 0.432
H 0.574 0.106 -2.868
H 1.288 -1.960 -3.970
H 2.771 -3.551 -2.787
H 3.585 -3.011 -0.515
H 2.933 -0.914 0.568
Cl -6.480 2.622 -4.784
C -5.470 2.233 -3.443
C -4.119 2.010 -3.653
C -3.337 1.712 -2.556
Cl -1.661 1.305 -2.717
C -3.825 1.667 -1.247
O -3.030 1.406 -0.218
C -5.196 1.894 -1.082
Cl -5.844 1.817 0.510
C -6.012 2.154 -2.167
H -3.695 2.061 -4.645
H -7.072 2.297 -2.019
O -2.001 4.141 -1.014
C -1.337 3.319 -0.621
C 0.797 -5.745 1.056
C 0.648 -4.255 1.195
C 1.342 -3.574 2.185
C 1.183 -2.204 2.329
C 1.978 -1.462 3.369
C 0.286 -1.541 1.502
C -0.489 -2.196 0.536
C -0.230 -3.565 0.370
N -1.498 -1.490 -0.152
C -2.605 -2.251 -0.797
C -3.229 -3.266 0.184
C -2.153 -2.871 -2.132
C -3.763 -1.319 -1.151
H 1.736 -6.085 1.491
H 0.755 -6.057 0.013
H -0.013 -6.252 1.585
H 2.016 -4.109 2.842
H 2.497 -2.167 4.017
H 1.343 -0.828 3.988
H 2.735 -0.827 2.901
H 0.165 -0.471 1.631
H -0.723 -4.145 -0.390
H -2.504 -3.842 0.743
H -3.865 -3.957 -0.369
H -3.847 -2.733 0.909
H -1.303 -3.539 -2.037
H -1.866 -2.075 -2.823
H -2.981 -3.429 -2.572
H -4.090 -0.760 -0.274
H -4.607 -1.914 -1.496
H -3.497 -0.636 -1.959
```

=====

Entry 3:
Here is a structure of composition C41H36Cl3GaINO2P in a non-equilibrium geometry from OMol25. Energies are from the ωB97M-V functional and the def2-TZVPD basis.

Its charge is +1. For the total energy, the calculation gives -5733.449724 hartree. The value obtained for the largest force on an atom is 1.02 eV/Å. The calculation puts the energy above the lowest of the compared OMol25 structures with the same formula, charge and spin at 126.2 kJ/mol.

Geometry as XYZ:
```
86
C41H36Cl3GaINO2P (the ωB97M-V functional and the def2-TZVPD basis)
Ga 0.194 -0.342 -0.285
I 1.313 -1.028 2.499
C 2.150 -2.900 2.177
C 1.846 -3.792 3.166
C 2.494 -5.044 3.233
C 3.470 -5.321 2.335
C 3.789 -4.414 1.290
C 4.838 -4.759 0.405
C 5.178 -3.946 -0.627
C 4.420 -2.785 -0.853
C 3.381 -2.404 -0.037
P 2.496 -0.957 -0.761
C 2.330 -1.468 -2.501
C 1.416 -2.492 -2.756
C 1.178 -2.920 -4.048
C 1.846 -2.317 -5.111
C 2.770 -1.314 -4.864
C 3.019 -0.894 -3.560
C 3.618 0.446 -0.658
C 4.536 0.515 0.387
C 5.306 1.658 0.557
C 5.156 2.734 -0.306
C 4.227 2.678 -1.337
C 3.447 1.545 -1.504
C 3.081 -3.186 1.131
H 1.128 -3.526 3.930
H 2.239 -5.742 4.020
H 4.033 -6.245 2.397
H 5.368 -5.688 0.577
H 5.992 -4.199 -1.294
H 4.653 -2.193 -1.730
H 0.887 -2.971 -1.936
H 0.470 -3.718 -4.232
H 1.648 -2.634 -6.127
H 3.304 -0.853 -5.684
H 3.765 -0.130 -3.383
H 4.666 -0.322 1.061
H 6.022 1.706 1.367
H 5.756 3.624 -0.170
H 4.094 3.522 -2.001
H 2.691 1.534 -2.281
Cl -4.988 -2.671 -4.575
C -3.598 -1.964 -3.818
C -3.263 -2.331 -2.529
C -2.155 -1.728 -1.969
Cl -1.665 -2.168 -0.327
C -1.364 -0.775 -2.607
O -0.318 -0.215 -2.037
C -1.734 -0.457 -3.918
Cl -0.774 0.691 -4.785
C -2.838 -1.036 -4.515
H -3.844 -3.064 -1.986
H -3.105 -0.762 -5.528
O 1.286 1.909 0.534
C 0.141 1.540 0.357
C 1.492 4.107 -3.806
C 0.573 4.371 -2.637
C 0.082 5.652 -2.389
C -0.753 5.896 -1.313
C -1.332 7.268 -1.071
C -1.075 4.847 -0.449
C -0.590 3.569 -0.674
C 0.215 3.339 -1.789
N -0.908 2.436 0.162
C -2.258 2.246 0.797
C -2.367 3.096 2.071
C -3.358 2.560 -0.217
C -2.439 0.800 1.244
H 1.189 4.669 -4.690
H 1.503 3.046 -4.065
H 2.518 4.405 -3.574
H 0.348 6.469 -3.053
H -0.773 8.035 -1.606
H -1.325 7.523 -0.011
H -2.368 7.318 -1.412
H -1.705 5.071 0.393
H 0.539 2.333 -2.031
H -2.236 4.159 1.909
H -1.613 2.779 2.795
H -3.352 2.946 2.518
H -3.344 3.594 -0.552
H -4.333 2.367 0.235
H -3.251 1.920 -1.096
H -1.644 0.456 1.909
H -2.529 0.115 0.406
H -3.376 0.751 1.801
```

=====

Number 1 is which compound? C41H35BrN4O3PSTa